Density functional theory data (ωB97M-V/def2-TZVPD) for C23H32N4O4S as an isolated structure at a distorted geometry.

Properties
F_max	14.65	eV Å⁻¹
E_tot	-49333.5799	eV
relative energy (zero: lowest compared OMol25 entry of this formula, charge and spin)	2494.8	kJ/mol
HOMO	-8.01	eV
LUMO	-0.2048	eV
Kohn-Sham gap	0.28701	Eh

Geometry as ORCA input:
```
! RIJCOSX wB97M-V def2-TZVPD def2/J DEFGRID3
* xyz 0 1
C 6.30 3.37 -0.96
C 6.00 2.16 -0.25
C 6.75 1.90 0.85
C 6.30 0.66 1.59
C 5.18 -0.24 1.10
C 4.33 0.19 0.19
C 4.67 1.26 -0.47
C 3.99 1.74 -2.02
H 3.36 0.89 -2.30
H 4.75 1.92 -2.70
H 3.29 2.77 -1.73
N 3.16 -0.38 -0.36
C 3.26 -2.07 -0.03
C 2.24 -2.48 -0.79
N 0.90 -1.99 -0.76
C -0.17 -2.77 -0.04
O 0.09 -4.08 0.14
C -1.48 -2.11 0.13
H -1.51 -1.20 -0.79
C -2.62 -3.01 0.11
C -3.96 -2.27 -0.10
N -3.89 -0.89 0.81
S -3.51 0.45 -0.29
O -2.46 1.17 0.32
O -3.48 0.11 -1.96
C -4.91 1.27 -0.09
C -6.12 1.05 -0.86
O -6.99 2.22 -0.34
N -6.59 2.59 0.92
C -5.27 2.12 1.04
C -4.42 2.67 2.05
H -4.75 3.52 2.33
H -3.36 2.59 1.79
H -4.57 1.72 2.90
C -6.50 0.43 -2.09
H -6.97 1.36 -2.74
H -7.08 -0.34 -2.03
H -5.55 0.16 -2.29
C -2.93 -0.99 1.83
C -1.58 -1.26 1.53
H -0.96 -2.15 2.33
H -1.00 -0.40 1.66
H -3.05 -0.10 2.33
H -3.38 -1.92 2.52
H -4.34 -1.99 -1.10
H -4.55 -2.89 0.49
H -2.45 -3.84 0.89
H -2.39 -3.81 -0.88
C 0.95 -0.46 -1.00
H -0.18 -0.03 -0.67
C 2.00 0.17 -0.06
H 2.03 1.23 -0.28
H 1.87 0.06 0.95
H 1.26 -0.48 -1.85
H 2.26 -3.70 -0.47
H 2.56 -2.35 -1.66
H 4.21 -2.37 -0.16
H 2.87 -2.05 1.18
H 4.91 -0.83 1.87
H 6.98 0.40 2.77
H 7.50 2.34 1.08
H 6.67 3.07 -1.94
H 7.09 3.93 -0.60
H 5.25 4.01 -1.08
*
```

Density functional theory data (ωB97M-V/def2-TZVPD) for C23H32N6O2 as an isolated structure at a distorted geometry.

Properties
F_max	17.09	eV Å⁻¹
E_tot	-37385.2228	eV
relative energy (zero: lowest compared OMol25 entry of this formula, charge and spin)	2332.4	kJ/mol
HOMO	-7.19	eV
LUMO	0.3915	eV
Kohn-Sham gap	0.27874	Eh

Geometry as ORCA input:
```
! RIJCOSX wB97M-V def2-TZVPD def2/J DEFGRID3
* xyz 0 1
C -5.38 1.75 3.41
C -4.31 1.65 2.45
C -3.67 0.30 2.65
C -2.36 0.13 1.64
C -1.56 -1.04 1.83
N -0.40 -1.44 0.99
C 1.01 -1.46 1.31
N 1.52 -1.53 0.04
C 0.66 -1.78 -0.96
C -0.62 -1.68 -0.34
C -1.86 -2.07 -1.34
O -2.97 -1.89 -1.14
N -1.23 -2.03 -2.51
C -0.12 -2.38 -3.05
O 0.13 -2.46 -4.30
N 1.07 -2.21 -2.11
C 2.46 -2.11 -2.46
H 2.44 -2.49 -3.59
H 2.67 -1.18 -2.44
H 2.90 -3.04 -1.96
H -2.05 -2.33 -3.29
C 1.48 -1.25 2.52
N 2.08 0.12 2.56
C 1.32 1.18 2.35
C 1.94 2.68 1.81
N 2.82 2.50 0.84
C 3.40 1.20 0.60
C 3.24 0.24 1.76
H 4.26 0.66 2.49
H 3.74 -0.74 1.65
H 2.44 0.57 -0.19
H 4.25 1.20 -0.08
C 2.32 3.13 -0.35
C 1.21 2.63 -0.94
C 1.27 1.68 -2.02
C -0.10 0.94 -2.58
C -1.24 1.48 -2.11
C -1.23 2.03 -0.82
C -0.17 2.80 -0.47
H -0.25 3.37 0.28
H -2.21 2.44 -0.38
H -1.97 0.61 -2.41
H 0.26 0.35 -3.42
H 2.31 1.49 -2.42
H 3.16 3.14 -1.26
H 2.11 4.30 0.05
H 1.53 3.54 2.10
H 2.86 2.83 3.03
H 0.53 1.56 3.11
H 0.66 1.06 1.36
H 2.10 -1.80 2.76
H 0.62 -0.98 3.29
H -1.49 -1.24 2.92
H -2.30 -2.08 1.77
H -2.73 0.08 0.77
H -1.67 0.69 1.84
H -3.07 0.33 3.58
H -4.15 -0.63 2.45
H -3.60 2.36 2.44
H -4.62 1.44 1.61
H -5.01 1.93 4.37
H -6.10 0.94 3.32
H -5.93 2.80 3.13
*
```

- The highest HOMO belongs to which entry?
  C23H32N6O2

- The highest E_tot belongs to which entry?
  C23H32N6O2